# 1
A cluster of 2 separate species, CH2NO4 in total in a non-equilibrium geometry. Source: the Open Molecules 2025 dataset; level of theory: ωB97M-V/def2-TZVPD.

Frontier orbital gap ... 0.3946 Ha
HOMO level ... -16.65 eV
Calculated total energy ... -10732.8820 eV
ΔE to the lowest compared entry with this formula, charge and spin ... 362.4 kJ/mol
M ... 92.030 u
2S+1 ... 1
Total charge ... +1
E_LUMO ... -5.91 eV

Each line ends with the Löwdin charge.
Positions of all 8 atoms, in Å:
C: -1.41255 1.14550 -0.06363  0.215
N: 1.63924 -1.31537 0.16565  -0.206
O: 2.03346 -1.77089 -0.77396  0.370
O: 1.63022 -1.14780 1.27408  0.351
O: 0.23898 -0.27666 -0.53671  -0.049
O: -0.48482 0.43438 0.32834  0.017
H: -1.70121 1.24447 -1.11187  0.153
H: -1.94333 1.68637 0.71810  0.149



# 2
A structure of composition CH2NO4 in a non-equilibrium geometry. Source: the Open Molecules 2025 dataset; level of theory: ωB97M-V/def2-TZVPD.

Frontier orbital gap (alpha / beta) ... 0.2979 / 0.3594 Ha
HOMO level (alpha / beta) ... -16.94 / -17.66 eV
Calculated total energy ... -10731.3461 eV
ΔE to the lowest compared entry with this formula, charge and spin ... 510.6 kJ/mol
M ... 92.030 u
2S+1 ... 1
Total charge ... +1
E_LUMO (alpha / beta) ... -8.83 / -7.88 eV

Each line ends with the Löwdin charge.
Positions of all 8 atoms, in Å:
C: -1.69861 -0.19577 -0.11237  0.076
N: 1.81384 0.03307 0.12296  -0.378
O: 2.14327 -1.03917 -0.19625  0.319
O: 2.29109 1.19055 0.15318  0.303
O: 0.68590 0.57718 0.32456  0.169
O: -0.76179 -0.71579 0.40651  0.163
H: -1.82022 0.93752 -0.35250  0.176
H: -2.65348 -0.78760 -0.34607  0.172



# 3
The ion CH2NO4S with charge -1 in a non-equilibrium geometry. Source: the Open Molecules 2025 dataset; level of theory: ωB97M-V/def2-TZVPD.

Frontier orbital gap ... 0.3159 Ha
HOMO level ... -4.71 eV
Calculated total energy ... -21582.5796 eV
ΔE to the lowest compared entry with this formula, charge and spin ... 396.8 kJ/mol
M ... 124.097 u
2S+1 ... 1
Total charge ... -1
E_LUMO ... 3.89 eV

Each line ends with the Löwdin charge.
Positions of all 9 atoms, in Å:
C: 0.18038 -0.15935 0.15838  -0.002
N: 1.19620 0.35771 0.83980  -0.507
O: 2.45285 0.00571 0.71308  -0.138
O: -1.65473 1.76049 1.81847  -0.505
O: 0.93859 1.09325 1.85990  -0.244
O: -0.05504 3.46563 2.41188  -0.501
S: -0.40065 2.41212 1.43017  0.757
H: 0.38403 -0.81286 -0.76112  0.094
H: -0.77165 0.19421 0.65852  0.045



# 4
A structure of composition CH2NOS3 in a non-equilibrium geometry. Source: the Open Molecules 2025 dataset; level of theory: ωB97M-V/def2-TZVPD.

Frontier orbital gap ... 0.2300 Ha
HOMO level ... -3.03 eV
Calculated total energy ... -37111.2903 eV
ΔE to the lowest compared entry with this formula, charge and spin ... 336.9 kJ/mol
M ... 140.234 u
2S+1 ... 1
Total charge ... -1
E_LUMO ... 3.23 eV

Each line ends with the Löwdin charge.
Positions of all 8 atoms, in Å:
C: 1.56480 -0.34835 0.14219  -1.051
N: 2.89500 -0.56525 -0.04686  -0.900
O: 3.33658 -1.77148 -0.03355  -0.284
S: 3.84483 0.78592 -0.04747  0.390
S: 1.20516 1.39981 0.05909  0.563
S: 0.42278 -1.72442 -0.03654  0.659
H: -0.08056 1.38861 -0.11224  -0.217
H: 1.57546 -2.35115 0.17544  -0.162



# 5
A structure of composition CH2Na9O4 in a non-equilibrium geometry. Source: the Open Molecules 2025 dataset; level of theory: ωB97M-V/def2-TZVPD.

Frontier orbital gap ... 0.3234 Ha
HOMO level ... -33.27 eV
Calculated total energy ... -48913.2017 eV
ΔE to the lowest compared entry with this formula, charge and spin ... 0.0 kJ/mol
M ... 284.933 u
2S+1 ... 1
Total charge ... +7
E_LUMO ... -24.47 eV

Each line ends with the Löwdin charge.
Positions of all 16 atoms, in Å:
Na: -0.55373 2.24628 -1.51217  0.799
Na: 2.77601 1.45751 -0.78290  0.926
Na: 1.62083 -1.98043 -1.38506  0.883
Na: -1.93114 2.11836 2.30974  0.913
Na: -0.65043 -1.18804 3.24850  0.864
Na: 1.39989 2.69650 2.44561  0.923
Na: 2.43180 -1.75254 2.52435  0.912
Na: -2.42942 -0.52394 -0.36213  0.893
Na: -0.86290 -3.67835 0.27444  0.938
C: 0.30597 -0.17495 0.84832  -0.891
O: 0.00700 0.61519 1.81666  -0.108
O: 0.37512 0.28747 -0.35882  -0.106
O: 0.66322 -1.39609 0.98369  -0.106
O: -1.27846 0.56170 -3.05045  -0.035
H: -1.22295 0.87839 -3.98439  0.150
H: -0.65081 -0.16705 -3.01541  0.046



# 6
An isolated molecule of CH2O2S in a non-equilibrium geometry. Source: the Open Molecules 2025 dataset; level of theory: ωB97M-V/def2-TZVPD.

Frontier orbital gap ... 0.3995 Ha
HOMO level ... -10.43 eV
Calculated total energy ... -15997.2989 eV
ΔE to the lowest compared entry with this formula, charge and spin ... 254.4 kJ/mol
M ... 78.092 u
2S+1 ... 1
Total charge ... 0
E_LUMO ... 0.44 eV

Each line ends with the Löwdin charge.
Positions of all 6 atoms, in Å:
C: 0.61785 -0.14848 0.13724  -0.391
O: -1.80735 0.98060 -0.32863  -0.472
O: -0.21337 -1.08603 -0.50044  -0.318
S: -1.12385 0.01462 0.49440  0.990
H: 1.40310 -0.39742 0.79990  0.057
H: 1.12362 0.63672 -0.60247  0.135



# 7
A structure of composition CH2O2S in a non-equilibrium geometry. Source: the Open Molecules 2025 dataset; level of theory: ωB97M-V/def2-TZVPD.

Frontier orbital gap ... 0.3454 Ha
HOMO level ... -8.96 eV
Calculated total energy ... -15997.4751 eV
ΔE to the lowest compared entry with this formula, charge and spin ... 237.4 kJ/mol
M ... 78.092 u
2S+1 ... 1
Total charge ... 0
E_LUMO ... 0.44 eV

Each line ends with the Löwdin charge.
Positions of all 6 atoms, in Å:
C: 1.12271 0.07386 -0.62450  -0.273
O: 1.87847 -0.37663 -1.38766  0.063
O: -1.48573 0.32406 0.79182  -0.575
S: -1.03425 -0.64002 -0.47373  0.694
H: 1.13745 0.85125 0.12733  0.073
H: -1.61866 -0.23252 1.56673  0.017



# 8
A cluster of 2 separate species, CH2O2S2 in total in a non-equilibrium geometry. Source: the Open Molecules 2025 dataset; level of theory: ωB97M-V/def2-TZVPD.

Frontier orbital gap ... 0.3473 Ha
HOMO level ... -9.04 eV
Calculated total energy ... -26833.4207 eV
ΔE to the lowest compared entry with this formula, charge and spin ... 61.1 kJ/mol
M ... 110.159 u
2S+1 ... 1
Total charge ... 0
E_LUMO ... 0.41 eV

Each line ends with the Löwdin charge.
Positions of all 7 atoms, in Å:
C: 2.81808 -0.03617 0.00715  -0.114
O: 0.23432 -2.12472 -0.97133  -0.578
O: 2.99439 0.09499 1.11442  -0.022
S: -0.50949 0.50632 -0.12577  0.373
S: 0.48394 -1.23024 0.34576  0.436
H: -1.75571 0.10089 -0.09291  -0.212
H: 0.95073 -2.16493 -1.72616  0.118